DFT (ωB97M-V/def2-TZVPD) results for a 7-piece molecular cluster, C7H28O7 overall.

Charge: 0
Orbital gap (eV): 10.017
Relative energy (zero: lowest compared OMol25 entry of this formula, charge and spin) (kJ/mol): 325.8
LUMO level (Ha): 0.01927

```
42
Properties=species:S:1:pos:R:3:forces:R:3:mulliken_charge:R:1
C 20.2038 -15.0029 21.6775 0.1 -0.2 -0.2 -0.68
O 19.2415 -15.2229 20.6418 0.2 -0.1 0.4 -0.56
H 21.1799 -14.8400 21.2219 -0.1 0.3 -0.1 0.26
H 19.9060 -14.1452 22.2808 0.2 0.0 0.1 0.29
H 20.3370 -15.8890 22.3080 -0.2 0.1 0.1 0.30
H 18.4394 -15.5407 21.0921 -0.1 0.1 -0.2 0.29
C 24.8834 -15.9454 17.8601 0.2 0.2 -0.9 -0.38
O 25.9665 -16.5932 18.5021 -0.4 -0.1 0.4 -0.55
H 25.1716 -14.9223 17.5873 -0.2 0.0 0.1 0.27
H 24.5977 -16.4657 16.9361 0.0 0.0 0.1 0.22
H 23.9878 -15.9173 18.4756 0.3 -0.1 0.4 0.14
H 26.6792 -16.6889 17.8681 0.0 0.0 -0.1 0.30
C 22.8648 -14.0011 15.4346 0.2 -0.2 0.2 -0.61
O 21.4932 -13.7388 15.1293 0.8 0.5 0.2 -0.50
H 23.0083 -15.0804 15.4613 0.0 0.0 -0.2 0.16
H 23.5462 -13.5463 14.7090 -0.1 -0.2 -0.1 0.40
H 23.1703 -13.6311 16.4226 -0.3 0.1 0.0 0.27
H 21.4747 -12.7738 15.0880 -0.5 -0.2 -0.1 0.30
C 21.3413 -19.2443 16.6458 0.0 0.6 -0.5 -0.50
O 20.9845 -19.2370 17.9986 -0.1 0.0 0.4 -0.55
H 22.2205 -18.6156 16.4492 0.2 -0.2 0.0 0.12
H 21.5441 -20.2597 16.3153 0.1 -0.1 0.2 0.28
H 20.5563 -18.8477 15.9853 -0.1 -0.1 0.2 0.23
H 20.7557 -18.3254 18.2642 0.0 -0.2 -0.2 0.44
C 19.7875 -11.6507 17.7145 0.4 0.3 -0.6 -0.45
O 18.9110 -11.5024 18.8118 0.1 -0.1 0.1 -0.52
H 19.5808 -12.5551 17.1436 0.0 0.0 -0.1 0.11
H 19.7318 -10.7844 17.0456 -0.3 0.0 -0.1 0.33
H 20.8421 -11.6744 18.0014 -0.1 -0.2 0.5 0.23
H 18.1989 -12.1318 18.6820 -0.1 0.0 0.2 0.32
C 16.5722 -17.1632 20.5268 -0.7 -0.1 -0.2 -0.39
O 16.9561 -16.5923 21.7754 0.4 0.2 -0.1 -0.58
H 16.2200 -18.1877 20.6666 0.3 -0.1 -0.1 0.32
H 15.7082 -16.6068 20.1596 0.1 0.1 0.1 0.21
H 17.3456 -17.1035 19.7583 0.2 -0.1 0.2 0.12
H 17.5604 -17.1964 22.2201 -0.1 -0.1 0.0 0.32
C 20.7391 -15.6561 17.4266 -0.7 0.5 -0.3 -0.40
O 20.2370 -16.5363 18.4083 0.3 -0.4 0.0 -0.48
H 21.6723 -15.1568 17.7051 0.0 -0.1 0.1 0.18
H 20.8815 -16.1853 16.4842 0.1 -0.2 0.2 0.26
H 19.9887 -14.8891 17.2031 0.2 0.1 0.0 0.22
H 19.8956 -16.0466 19.1762 0.0 0.1 0.0 0.28
```
Forces are in eV/Å.

---

DFT (ωB97M-V/def2-TZVPD) results for one molecule with the formula C7H2F5N3 in a non-equilibrium geometry.

Charge: 0
Orbital gap (spin up / spin down) (eV): 7.514 / 7.515
Relative energy (zero: lowest compared OMol25 entry of this formula, charge and spin) (kJ/mol): 0.0
LUMO level (spin up / spin down) (Ha): -0.05368 / -0.05368

```
17
Properties=species:S:1:pos:R:3:forces:R:3:mulliken_charge:R:1
N -4.5224 -0.4080 0.5866 1.8 0.0 -0.7 -0.43
C -3.3982 -0.3830 0.2852 -2.2 -0.9 0.7 0.09
C -1.9786 -0.2495 0.1259 1.2 -2.3 -2.4 0.63
C -1.1373 -1.1824 -0.4481 -1.9 -1.7 0.2 -0.69
C 0.3105 -1.0702 -0.5938 -0.3 1.8 2.6 0.04
N 0.9558 -0.2352 0.1688 -3.0 -0.5 -1.4 -0.37
C 2.2317 0.0258 0.1021 4.9 0.9 0.9 0.32
F 2.5836 1.3630 0.3586 -1.0 -1.1 -0.2 -0.28
C 3.3847 -0.7011 0.1107 0.9 0.9 0.4 0.39
F 3.5633 -1.9903 -0.1536 -0.5 0.7 0.2 -0.21
F 4.5843 -0.1287 0.5005 -2.1 -1.1 -0.9 -0.21
N -1.6346 0.9513 0.5013 0.4 3.1 2.1 -0.25
C -1.4964 2.1317 0.2434 1.0 0.0 -0.8 0.58
F -1.0768 2.6113 -0.9185 -0.3 0.0 -0.2 -0.19
F -1.5992 3.1437 1.0600 0.0 -0.3 0.4 -0.19
H -1.6491 -2.1799 -0.7217 1.0 1.8 0.4 0.28
H 0.8787 -1.6985 -1.2075 0.4 -1.1 -1.3 0.48
```
Forces are in eV/Å.

---

DFT (ωB97M-V/def2-TZVPD) results for an isolated ion of composition C7H2NO2 and charge -1 in a non-equilibrium geometry.

Charge: -1
Orbital gap (eV): 7.436
Relative energy (zero: lowest compared OMol25 entry of this formula, charge and spin) (kJ/mol): 22.0
LUMO level (Ha): 0.10923

```
12
Properties=species:S:1:pos:R:3:forces:R:3:mulliken_charge:R:1
O 1.1041 2.4533 -1.6019 0.6 -1.2 1.0 -0.69
C 1.4732 1.5143 -0.8570 -2.6 -0.1 -0.9 0.53
O 2.5031 1.1719 -0.3091 1.1 0.1 0.2 -0.63
C 0.2508 0.3846 -0.4564 2.5 1.3 -1.5 -0.05
C 0.3511 -0.9834 -0.6697 -3.6 4.0 3.9 -0.46
C -0.5708 -1.6388 0.2384 -1.5 -2.3 0.4 -0.67
C -1.0469 -0.7922 1.1877 -0.3 0.1 -0.5 0.73
C -1.5600 0.1309 2.1118 0.2 -0.4 -0.2 -0.86
N -1.7868 1.2075 1.0226 0.6 -0.2 0.0 -0.43
C -0.7634 0.6696 0.4998 -0.6 -1.0 -0.3 0.67
H 1.0497 -1.4327 -1.2069 2.8 -1.8 -2.6 0.61
H -1.0039 -2.6851 0.0410 0.8 1.6 0.5 0.25
```
Forces are in eV/Å.

---

DFT (ωB97M-V/def2-TZVPD) results for a 9-piece molecular cluster, C7H30NO8 overall in a non-equilibrium geometry.

Charge: 0
Orbital gap (spin up / spin down) (eV): 2.675 / 8.916
Relative energy (zero: lowest compared OMol25 entry of this formula, charge and spin) (kJ/mol): 0.0
2S+1: 2
LUMO level (spin up / spin down) (Ha): 0.00250 / -0.00147

```
46
Properties=species:S:1:pos:R:3:forces:R:3:mulliken_spin:R:1
C 0.2149 -0.4822 0.2752 -0.3 1.7 0.9 1.22
C -0.7967 -0.2135 -0.8497 0.1 0.5 0.3 -0.16
C -1.5586 1.1021 -0.8627 0.1 0.4 0.7 -0.13
C -2.3288 1.4777 0.1598 0.1 0.7 1.3 0.06
C -2.5337 0.7461 1.4111 -1.0 -1.9 -1.0 -0.06
C -3.6012 0.8566 2.1866 -1.0 1.3 -0.3 -0.04
C -1.4442 1.8770 -2.1322 -0.1 -0.3 -1.1 0.11
N 1.6076 -0.1744 -0.1491 -0.2 -0.7 -0.6 -0.02
H 0.1716 -1.5058 0.6144 0.3 -0.3 -0.1 0.19
H 0.0244 0.1586 1.1453 -0.1 -0.3 -0.1 0.14
H -0.2029 -0.2035 -1.7513 -0.2 -0.7 -0.6 -0.14
H -1.5463 -1.0026 -0.8251 0.2 -0.3 -0.4 0.08
H -2.8125 2.4477 0.2549 -0.1 0.1 -0.9 0.00
H -2.0413 -0.2046 1.5201 0.8 0.0 0.3 0.06
H -3.8319 0.2410 3.0364 0.2 -0.4 0.1 -0.01
H -4.3489 1.6325 1.9834 0.3 0.0 0.2 0.00
H -1.7992 1.2232 -2.9385 0.2 -0.2 -0.1 -0.01
H -2.0664 2.7593 -2.2932 0.1 0.1 0.8 0.00
H -0.4019 2.1032 -2.3970 -0.2 0.0 0.2 -0.05
H 2.3130 -0.4368 0.5667 -0.3 -0.2 0.2 0.03
H 1.8349 0.7878 -0.4040 -0.4 0.0 -0.3 -0.08
H 1.7501 -0.7585 -0.9736 0.5 -0.1 -0.4 -0.11
H 3.2327 -2.5665 -1.5986 -0.5 0.3 0.2 0.06
H 2.2877 -3.7005 -1.7039 -0.4 0.1 0.3 0.30
O 2.2640 -2.7532 -1.4400 1.1 -0.5 -0.1 -0.33
H -2.3625 -3.5352 -3.0426 0.5 0.4 -0.3 -0.01
H -1.0846 -4.0286 -2.4960 0.7 -0.2 0.3 -0.01
O -1.4030 -3.3491 -3.0904 -1.2 -0.1 0.1 0.06
H -0.5287 -1.3303 3.6595 -0.1 -0.3 0.1 0.00
H -0.2775 0.1825 3.7298 0.2 0.0 -0.2 0.01
O 0.1735 -0.6805 3.6408 0.0 0.0 0.1 -0.02
H -0.1964 3.3405 0.5323 0.2 -0.3 0.0 0.00
H 0.8396 2.3260 1.0912 0.0 -0.1 -0.2 -0.01
O 0.4314 3.1810 1.2504 -0.2 0.4 0.3 -0.07
H -1.2646 2.4651 3.8614 -0.9 -0.1 1.8 0.00
H -0.6459 2.3905 2.6931 0.9 -0.9 -1.3 0.00
O -0.9478 1.7325 3.3437 0.4 1.4 -0.1 0.04
H 1.6370 -0.9378 2.5921 0.5 0.0 -0.1 0.01
H 2.9079 -0.1615 2.8231 0.4 0.2 0.2 -0.01
O 2.5341 -0.7855 2.1996 -0.6 -0.2 0.6 -0.09
H 0.2615 -1.6094 -3.8138 0.3 -0.1 -0.1 -0.04
H 1.4006 -2.5097 -3.3644 0.1 0.1 0.2 0.02
O 1.2272 -1.6304 -3.7222 -0.6 0.3 -0.3 -0.01
H 3.5004 -0.2997 -2.4081 0.0 -0.8 -0.4 0.04
H 3.9822 1.1413 -2.3878 -0.3 -0.2 0.2 0.02
O 3.3330 0.5398 -1.9836 0.4 1.2 0.1 -0.05
```
Forces are in eV/Å.

---

DFT (ωB97M-V/def2-TZVPD) results for a 10-piece molecular cluster, C7H34N14O10 overall in a non-equilibrium geometry.

Charge: -1
Orbital gap (spin up / spin down) (eV): 1.989 / 8.588
Relative energy (zero: lowest compared OMol25 entry of this formula, charge and spin) (kJ/mol): 110.7
2S+1: 2
LUMO level (spin up / spin down) (Ha): 0.07043 / 0.07038

```
65
Properties=species:S:1:pos:R:3:forces:R:3:mulliken_spin:R:1
O -0.0358 0.1491 -4.3554 -0.9 0.3 -1.0 0.01
H 0.2546 0.3843 -3.4741 0.2 -0.2 0.0 0.01
H 0.6156 0.5429 -4.9358 0.2 0.1 0.0 0.00
O -2.7918 -1.3557 3.1782 -1.0 0.2 1.1 0.00
H -2.1384 -1.4533 2.4856 0.8 -0.2 -0.6 0.00
H -3.6019 -1.6894 2.7926 -0.2 0.0 0.0 0.00
O -1.0179 -2.5477 -3.4355 0.3 0.0 -0.2 0.00
H -0.2402 -3.0986 -3.5248 0.2 0.0 -0.1 0.00
H -1.6105 -3.0570 -2.8826 -0.5 -0.1 0.3 0.00
C 2.5315 -0.8223 -1.9746 -1.9 -0.9 -1.0 0.17
O 1.6583 -0.2465 -2.5940 -0.4 -0.1 -0.1 -0.08
N 3.2128 -0.2926 -1.0408 3.3 2.0 2.9 -0.15
N 2.8148 -2.1389 -2.0347 -0.4 -1.7 -1.5 -0.02
H 2.9769 0.6080 -0.6492 0.3 0.4 0.2 0.02
H 3.9227 -0.9022 -0.6607 -0.2 0.9 0.7 0.01
H 3.6982 -2.4363 -1.6457 -0.7 -0.6 -0.4 -0.01
H 2.1585 -2.7058 -2.5524 0.7 -0.2 0.0 0.00
C -0.5050 -0.9866 0.6165 -2.5 -0.1 -3.1 0.10
O -1.0948 -1.7618 1.2694 -2.7 -4.7 4.7 0.01
N -0.8991 -0.7543 -0.5896 -0.6 0.8 -4.4 -0.05
N 0.4195 -0.2324 0.9753 5.8 3.5 4.0 -0.23
H -0.0889 -0.5236 -1.1468 -0.8 0.1 -1.4 0.03
H -1.7074 -1.2602 -0.9228 0.6 -0.2 -0.5 0.01
H 0.8567 0.4814 0.4101 0.0 0.0 0.1 0.04
H 0.5661 -0.2195 1.9746 0.8 -0.1 0.0 0.00
C 3.1252 0.2350 4.0768 4.2 -1.6 -1.5 0.00
O 3.6416 -0.7834 4.4248 2.4 -3.6 1.2 -0.02
N 3.7088 1.0661 3.2346 0.4 3.0 -1.9 0.00
N 1.9823 0.5336 4.4850 -6.8 2.1 2.7 -0.01
H 4.5699 0.9439 2.7211 -0.5 -0.5 0.5 0.00
H 3.1243 1.8505 2.9835 0.4 0.2 -0.4 0.04
H 1.6659 0.0573 5.3175 0.1 -0.1 -0.4 0.00
H 1.5244 1.4031 4.2519 -0.2 0.2 -0.1 0.02
C 0.1339 3.1959 2.5350 1.8 -2.0 1.6 0.77
O 0.8731 2.8179 3.4430 0.4 -0.8 0.8 -0.39
N -0.4896 2.5022 1.6716 -2.1 -5.3 -2.1 0.05
N -0.0039 4.4034 2.2313 0.4 7.9 0.8 0.34
H -0.2294 1.5274 1.7175 -1.1 0.0 -0.6 0.03
H -1.2698 2.8957 1.1651 0.3 -0.6 -0.1 -0.21
H 0.6832 4.8809 2.7968 -0.1 1.3 -0.4 -0.18
H -0.0834 4.6554 1.2565 0.1 0.3 0.0 -0.22
C -3.5418 -4.1733 -1.0596 1.2 1.3 -2.3 0.00
O -3.1440 -3.1568 -1.6332 -0.2 0.1 -0.2 0.00
N -3.2952 -4.4154 0.1663 1.1 0.2 5.0 0.00
N -4.0893 -5.1805 -1.6797 -2.2 -2.4 -3.0 0.00
H -3.6003 -5.2523 0.6423 0.3 0.4 0.0 0.00
H -2.6873 -3.7259 0.5849 0.0 -0.1 0.7 0.00
H -4.3943 -6.0365 -1.2389 0.1 0.4 -0.1 0.00
H -4.3227 -5.0461 -2.6532 0.0 -0.1 0.2 0.00
C 2.9327 3.0757 0.2178 2.8 1.5 -0.3 4.67
O 2.5152 1.9672 0.3603 -1.9 -3.5 0.4 -2.11
N 4.2342 3.3532 0.3474 2.4 0.1 0.7 -0.23
N 2.2758 4.1266 -0.1718 -2.9 1.3 -0.9 0.07
H 4.5231 4.3206 0.3218 0.2 -0.1 -0.1 -0.17
H 4.9142 2.6486 0.5950 -0.3 0.1 0.1 -0.12
H 2.6115 5.0778 -0.1197 0.1 0.2 -0.1 -0.78
H 1.3893 3.9318 -0.6149 -0.4 0.4 0.1 -0.46
C -3.4749 0.1479 -2.7049 0.5 -0.7 1.1 0.05
O -2.8314 -0.3246 -3.5963 0.0 -0.6 -1.4 0.00
N -3.3846 1.3878 -2.2858 0.0 4.3 0.1 0.06
N -4.1713 -0.5677 -1.7879 -0.6 -1.7 0.2 0.00
H -2.9218 2.0765 -2.8616 0.0 -0.2 0.2 -0.03
H -3.6796 1.6414 -1.3537 0.2 0.0 -0.4 -0.03
H -5.0067 -0.2524 -1.3159 0.5 -0.2 -0.1 0.00
H -3.7617 -1.4902 -1.7533 -1.2 -0.5 0.4 0.00
```
Forces are in eV/Å.

---

DFT (ωB97M-V/def2-TZVPD) results for a 10-piece molecular cluster, C7H34NO9 overall in a non-equilibrium geometry.

Charge: -1
Orbital gap (eV): 5.603
Relative energy (zero: lowest compared OMol25 entry of this formula, charge and spin) (kJ/mol): 542.9
LUMO level (Ha): 0.07284

```
51
Properties=species:S:1:pos:R:3:forces:R:3:mulliken_charge:R:1
N 0.0351 0.1982 0.0656 0.1 -0.4 0.2 -0.34
H 0.0458 -0.4009 0.8786 0.0 -0.4 0.3 0.29
H 0.5533 1.0321 0.3026 0.7 1.5 0.2 0.29
H -0.9175 0.3911 -0.2091 -0.3 0.2 -0.1 0.30
H 0.5478 -0.2448 -0.6834 0.5 -0.6 -1.0 0.30
O 2.1629 -1.5221 -2.7429 -0.5 -0.7 0.0 -0.97
H 2.1405 -2.1989 -3.4472 -0.1 0.5 0.4 0.08
O 2.4904 2.8989 0.6819 -0.7 -0.9 0.5 -0.99
H 2.9691 2.1559 1.0982 -0.2 0.5 -0.3 0.10
C 4.9884 -5.3320 -2.3188 -0.4 1.4 -1.1 -0.51
O 4.1195 -4.6569 -1.4413 -0.1 -1.1 1.3 -0.51
H 5.2694 -6.3446 -2.0292 -0.2 0.2 0.6 0.22
H 4.5080 -5.3987 -3.2949 0.0 -0.3 -0.3 0.22
H 5.8584 -4.6919 -2.4652 0.5 -0.4 0.0 0.23
H 3.6667 -3.9095 -1.8386 0.0 0.3 -0.5 0.32
C 1.7170 3.6134 5.6542 1.3 -0.7 -1.8 -0.54
O 1.0714 3.0315 4.4985 -0.7 0.2 1.3 -0.51
H 2.2332 2.7928 6.1524 -0.4 -0.1 0.6 0.23
H 2.5642 4.2067 5.3101 -0.1 0.5 0.0 0.25
H 1.0927 4.2113 6.3180 -0.3 -0.3 -0.2 0.22
H 1.4517 3.2987 3.6585 0.4 0.3 -0.1 0.34
C -0.5550 2.4609 -4.4192 1.2 0.7 0.9 -0.50
O 0.6376 3.1502 -3.8269 -1.5 -1.6 -0.9 -0.49
H -0.5102 1.3758 -4.3252 0.8 0.1 0.4 0.22
H -1.4394 2.7369 -3.8450 -0.2 0.4 -0.4 0.23
H -0.6228 2.6385 -5.4925 -0.2 0.4 0.1 0.26
H 0.4921 4.0977 -3.8797 -0.2 0.0 -0.1 0.28
C -1.7913 -4.4206 -2.5283 0.2 1.1 0.1 -0.50
O -1.5667 -3.0315 -2.7756 -0.8 -0.1 -0.3 -0.51
H -2.8638 -4.5837 -2.6336 0.0 0.0 0.1 0.21
H -1.2908 -5.0724 -3.2444 0.2 0.0 0.1 0.26
H -1.4967 -4.5973 -1.4938 0.1 -0.7 0.0 0.20
H -0.6405 -2.7899 -2.8483 0.6 -0.2 0.1 0.31
C -1.5178 5.7318 0.1302 0.8 -0.2 0.4 -0.45
O -0.1490 6.0170 0.4300 -0.5 -0.2 -0.2 -0.51
H -2.1020 6.0611 0.9895 -0.3 0.2 -0.3 0.23
H -1.7887 6.2132 -0.8095 -0.3 0.2 0.1 0.22
H -1.6800 4.6589 0.0272 0.0 -0.1 -0.1 0.16
H 0.3474 5.2178 0.2391 0.5 -0.1 0.1 0.34
C -4.4418 -0.8526 0.2907 -0.2 0.5 -0.5 -0.51
O -3.9121 0.4683 0.0679 0.1 -0.5 0.6 -0.47
H -3.6462 -1.5726 0.4823 0.1 0.2 -0.3 0.20
H -5.1230 -0.9083 1.1398 0.0 0.2 0.2 0.25
H -5.0070 -1.0690 -0.6158 0.1 -0.8 0.1 0.27
H -4.6837 0.9910 -0.1623 0.2 0.3 0.0 0.27
C -0.5583 -2.4554 4.4381 -1.0 -0.1 0.9 -0.55
O -0.5218 -2.7434 3.0706 0.5 -0.2 -0.8 -0.44
H -0.2172 -3.2950 5.0438 0.4 0.1 0.0 0.25
H -0.0298 -1.5395 4.7025 0.1 -0.1 -0.2 0.21
H -1.6091 -2.3487 4.7073 -0.1 0.4 0.3 0.25
H -0.2806 -3.6694 2.9934 0.0 0.1 -0.4 0.29
```
Forces are in eV/Å.